Entry 1:
DFT (ωB97M-V/def2-TZVPD) results for a single C13H17NO molecule at a distorted geometry.

The geometry in XYZ format:
```
32
Properties=species:S:1:pos:R:3:mulliken_charge:R:1
C 3.097 -0.291 -0.329 0.2548
C 3.811 0.972 -0.197 -0.8002
C 3.034 2.066 0.202 -0.6107
C 1.582 1.759 0.360 -0.6010
C 0.838 0.564 0.116 -0.0140
C -0.582 0.314 0.150 -0.0334
C -1.640 1.422 -0.102 -0.4042
C -2.930 1.267 0.219 -0.7959
C -3.113 -0.053 -0.666 -0.7786
C -1.043 -0.951 -0.166 0.4283
C -0.303 -1.783 0.881 -0.6737
C 1.063 -1.990 0.218 -0.7808
C 1.653 -0.492 -0.181 0.3366
H 3.102 -2.107 -0.599 0.3728
H 4.767 0.941 -0.344 0.6426
H 3.228 3.264 -0.035 0.2004
H 1.147 2.777 0.491 0.1212
H -0.596 0.370 1.272 0.1738
H -1.658 1.144 -1.340 0.0104
H -1.112 2.339 0.261 0.3201
H -3.265 1.155 1.231 0.3593
H -3.538 2.004 -0.101 0.4288
H -2.800 0.147 -1.845 0.2392
H -4.258 -0.282 -0.983 0.3542
H -2.778 -1.827 -0.297 0.2397
H -0.908 -1.079 -1.201 0.5997
H -0.629 -2.826 0.940 0.3241
H -0.319 -1.189 1.995 0.3002
H 1.848 -2.406 1.049 0.3973
H 0.962 -2.758 -0.667 0.3578
N -2.470 -0.990 0.015 -0.3484
O 3.810 -1.480 -0.349 -0.6205
```

SMILES: Oc1cccc2c1CC[C@H]1NCCC[C@H]21
Frontier orbital gap (eV): 8.7
Relative energy (zero: lowest compared OMol25 entry of this formula, charge and spin) (kJ/mol): 819.1

=====

Entry 2:
DFT (ωB97M-V/def2-TZVPD) results for C13H18AuCl3N5 as an isolated structure.

The geometry in XYZ format:
```
40
Properties=species:S:1:pos:R:3:mulliken_spin:R:1
Au -0.201 0.228 0.806 0.6610
C 2.805 -0.612 0.256 0.0007
C 1.893 -1.658 -0.342 0.0224
N 0.731 -1.886 0.551 0.1972
C -0.307 -2.748 -0.061 0.0011
C -1.213 -1.926 -0.944 0.0092
C -2.183 -2.482 -1.745 0.0077
C -2.975 -1.646 -2.525 0.0025
C -2.757 -0.272 -2.509 0.0077
C -1.776 0.239 -1.693 0.0089
C -1.467 1.713 -1.603 0.0012
N -0.262 1.934 -0.772 0.1975
C 1.002 1.763 -1.531 0.0225
C 2.180 1.795 -0.584 0.0007
N 2.159 0.713 0.432 0.6219
N -1.027 -0.586 -0.926 0.1820
H 3.697 -0.470 -0.362 0.0238
H 3.131 -0.924 1.248 0.0014
H 2.461 -2.583 -0.476 0.0041
H 1.516 -1.365 -1.321 -0.0022
H 1.021 -2.262 1.450 -0.0111
H -0.877 -3.242 0.726 0.0024
H 0.167 -3.535 -0.653 0.0038
H -2.320 -3.556 -1.762 0.0016
H -3.756 -2.064 -3.147 0.0000
H -3.347 0.393 -3.128 0.0016
H -2.308 2.259 -1.175 0.0023
H -1.304 2.115 -2.607 0.0038
H -0.303 2.843 -0.319 -0.0111
H 1.121 2.564 -2.264 0.0040
H 0.942 0.825 -2.081 -0.0021
H 2.185 2.732 -0.027 0.0014
H 3.125 1.722 -1.131 0.0237
H 2.365 1.089 1.358 -0.0277
Cl -1.982 2.871 5.112 -0.0006
C -0.789 1.601 5.233 0.0011
Cl 0.711 2.147 5.935 0.0005
Cl -1.414 0.161 6.002 -0.0006
C -0.460 1.206 3.825 -0.0296
N -0.184 0.906 2.754 0.0655
```

Spin multiplicity: 3
⟨S²⟩: 2.015
Frontier orbital gap (spin up / spin down) (eV): 9.6 / 5.3
Charge: +3

=====

Entry 3:
DFT (ωB97M-V/def2-TZVPD) results for a single C13H18BN3O5 molecule at a distorted geometry.

The geometry in XYZ format:
```
40
Properties=species:S:1:pos:R:3:mulliken_charge:R:1
O -2.059 -0.695 -0.983 -0.6238
O -2.861 3.244 1.330 -0.6627
N -0.013 -1.922 0.243 -0.8282
O 6.518 1.810 -1.439 -0.5417
O 6.630 -0.647 -0.990 -0.6050
O -0.662 2.920 -0.154 -0.4234
B 5.945 0.525 -1.299 0.7135
C -2.341 -1.685 -0.378 0.0996
C -2.764 2.198 0.695 0.1103
C 0.423 -0.725 0.001 0.6898
C 4.049 -0.891 -0.735 -0.3371
C 3.377 1.418 -0.730 -0.7872
C 2.771 -1.345 -0.528 -0.9359
C 2.039 1.011 -0.505 -0.3238
C 4.394 0.511 -0.928 0.0090
C 1.763 -0.346 -0.400 0.5195
N -1.296 -2.340 0.269 0.1318
N -1.563 1.927 -0.033 -0.0900
C -3.820 -1.941 -0.133 -0.7358
C -3.806 1.046 0.889 -0.3589
C -4.131 -1.519 1.332 -0.8292
C -3.335 -0.193 1.654 -0.0960
H 7.389 1.801 -1.846 0.2766
H 7.615 -0.641 -0.754 0.3111
H -1.140 3.713 0.068 0.3369
H -0.326 0.027 -0.064 0.0023
H 4.859 -1.577 -0.809 0.4995
H 3.583 2.478 -0.641 0.4156
H 2.401 -2.342 -0.579 0.4260
H 1.309 1.840 -0.531 0.2096
H -1.597 -2.876 1.069 0.3109
H -1.432 1.238 -0.735 0.4851
H -4.329 -1.286 -0.843 0.3253
H -4.038 -2.987 -0.306 0.4530
H -4.048 0.818 -0.157 0.2384
H -4.743 1.471 1.434 0.3474
H -5.211 -1.337 1.383 0.3512
H -3.928 -2.353 1.997 0.3864
H -3.349 0.042 2.739 0.4691
H -2.275 -0.388 1.398 0.0609
```

SMILES: O=C(CCCCC(=O)N/N=C/c1ccc(B(O)O)cc1)NO
Frontier orbital gap (eV): 8.3

=====

Entry 4:
DFT (ωB97M-V/def2-TZVPD) results for C13H18BrN2O3Ta as an isolated structure at a distorted geometry.

The geometry in XYZ format:
```
38
Properties=species:S:1:pos:R:3:mulliken_charge:R:1
Ta 11.101 8.037 7.037 0.7935
Br 10.837 5.988 3.779 -0.0785
C 12.614 6.314 4.385 0.1426
C 13.692 5.901 3.694 -0.5680
C 15.021 6.239 4.183 -0.1696
C 15.222 6.913 5.339 -1.0894
C 13.987 7.308 5.959 0.8080
N 12.714 7.046 5.528 -0.2611
C 14.082 8.040 7.266 0.5086
O 15.200 8.409 7.585 -0.6237
O 12.961 8.327 7.878 -0.7430
H 13.609 5.273 2.777 0.3530
H 15.849 5.861 3.617 0.4231
H 16.113 7.049 5.885 0.5068
C 8.163 8.715 5.217 -0.4340
O 9.214 9.671 5.209 -0.4789
C 10.301 9.499 5.979 0.6412
C 11.101 10.696 5.971 -1.0991
H 7.359 8.824 4.476 0.3180
H 7.783 9.066 6.212 0.3089
H 8.608 7.748 5.411 -0.0518
H 11.558 10.891 5.046 0.2933
H 12.026 10.721 6.729 0.2792
H 10.487 11.563 6.146 0.3339
C 8.800 4.629 6.836 -1.5180
C 9.097 5.730 7.902 1.6122
C 10.165 5.164 8.793 -1.7315
C 7.722 6.031 8.434 -1.5153
N 9.720 6.913 7.359 -0.2109
H 8.217 3.873 7.350 0.4548
H 9.724 4.332 6.286 0.2400
H 8.114 5.037 6.159 0.4291
H 9.903 4.194 9.192 0.4206
H 10.396 5.804 9.635 0.3679
H 11.083 5.027 8.170 0.2780
H 7.172 5.121 8.578 0.4019
H 7.159 6.590 7.664 0.3197
H 7.735 6.642 9.344 0.3384
```

Frontier orbital gap (eV): 5.9
Relative energy (zero: lowest compared OMol25 entry of this formula, charge and spin) (kJ/mol): 157.5

=====

Entry 5:
DFT (ωB97M-V/def2-TZVPD) results for C13H18InN2O4 as an isolated structure at a distorted geometry.

The geometry in XYZ format:
```
38
Properties=species:S:1:pos:R:3:mulliken_charge:R:1
C 0.901 3.100 0.376 -0.6561
C 1.926 2.885 -0.918 0.8470
O 2.674 3.965 -1.259 -0.5383
O 1.985 1.585 -1.609 -0.2856
C 3.213 0.838 -1.292 -0.1032
C 3.145 -0.066 0.073 -0.7349
C 2.138 -1.395 -0.060 -0.6857
C 0.580 -0.895 -0.116 -0.0223
C -0.500 -1.861 0.645 1.0312
C -0.032 -3.419 0.841 -0.1343
N 0.577 -4.547 1.148 -0.2302
C -0.957 -1.093 2.021 -0.4078
C -2.381 -1.629 2.662 0.1517
N -3.627 -1.990 2.889 -0.2299
C -1.841 -1.915 -0.353 -1.0684
O -2.400 -0.555 -0.373 -0.0266
C -3.835 -0.538 -0.694 0.5774
C -4.557 0.970 -0.697 -0.8320
O -4.594 -1.586 -1.022 -0.2322
H 1.281 2.594 1.363 0.2583
H -0.152 2.671 0.017 0.1719
H 0.780 4.257 0.625 0.3719
H 4.073 1.642 -1.120 -0.0534
H 3.493 0.175 -2.219 0.3879
H 2.939 0.560 1.049 0.2376
H 4.230 -0.539 0.225 0.3922
H 2.367 -1.904 -1.115 0.2996
H 2.414 -2.082 0.845 0.4200
H 0.519 0.171 0.371 -0.2760
H 0.222 -0.778 -1.249 0.4206
H -1.091 0.078 1.838 0.3201
H -0.126 -1.195 2.856 0.5598
H -1.438 -2.286 -1.407 0.5312
H -2.537 -2.735 0.107 0.5657
H -5.617 0.928 -0.184 0.3818
H -4.628 1.371 -1.810 0.3467
H -3.828 1.704 -0.124 0.2749
In 4.683 3.515 -2.328 0.9694
```

Frontier orbital gap (eV): 1.7
Charge: +3

=====

Entry 6:
DFT (ωB97M-V/def2-TZVPD) results for a single C13H18N2O3S2 molecule.

The geometry in XYZ format:
```
38
Properties=species:S:1:pos:R:3:mulliken_charge:R:1
C -1.286 -2.359 -2.507 -0.8686
H -2.344 -2.557 -2.689 0.3259
H -0.870 -1.727 -3.287 0.2276
H -0.750 -3.308 -2.457 0.3173
O -1.120 -1.648 -1.288 -0.0522
C -1.790 -2.113 -0.236 0.3881
O -2.568 -3.025 -0.269 -0.6167
C -1.501 -1.293 1.025 0.0214
N -0.209 -0.649 0.959 -0.1520
C 0.907 -1.368 0.705 0.6099
O 0.910 -2.582 0.670 -0.6590
C 2.164 -0.579 0.533 0.3945
C 3.343 -1.156 0.991 -0.6036
C 4.553 -0.498 0.832 -0.5792
C 4.538 0.729 0.192 -0.4794
N 3.434 1.280 -0.280 -0.4372
C 2.280 0.656 -0.123 0.3461
S 0.900 1.482 -0.845 0.2167
C 1.730 2.866 -1.667 -1.1245
H 2.440 2.473 -2.387 0.3780
H 2.241 3.466 -0.921 0.3278
H 0.952 3.438 -2.162 0.3983
H 5.441 1.304 0.033 0.3975
H 5.475 -0.927 1.188 0.4106
H 3.285 -2.124 1.466 0.4696
H -0.185 0.358 0.935 0.2251
C -2.605 -0.250 1.226 -1.0842
C -2.818 0.604 -0.021 -0.2119
H -1.878 0.818 -0.531 -0.0022
H -3.492 0.111 -0.719 0.2990
S -3.599 2.205 0.359 -0.1081
C -2.147 3.106 0.973 -0.5492
H -1.360 3.070 0.225 -0.0146
H -1.805 2.677 1.912 0.2279
H -2.463 4.131 1.136 0.3644
H -2.325 0.381 2.072 0.3969
H -3.534 -0.760 1.484 0.4132
H -1.507 -2.005 1.862 0.3865
```

SMILES: COC(=O)[C@H](CCSC)NC(=O)c1cccnc1SC
Frontier orbital gap (eV): 9.1
Relative energy (zero: lowest compared OMol25 entry of this formula, charge and spin) (kJ/mol): 0.0

=====

Taking the records one at a time from the top gives energy values of -635.27016 -2295.07573 -1071.46949 -3472.34884 -1105.03562 -1637.81004 hartree.